(1)
Computed, not measured: a structure of composition C21H62AsF6O10 at a distorted geometry, with ωB97M-V/def2-TZVPD.

Structure (XYZ):
```
100
Properties=species:S:1:pos:R:3
F 1.157 0.600 0.770
H -0.161 -1.766 4.014
O 2.880 2.747 -0.916
H 0.561 -1.451 -6.091
C 4.726 -1.771 0.835
H 1.857 -3.023 -1.544
H -2.037 -0.404 -3.350
H -3.431 6.187 0.127
C 0.870 -1.543 4.289
H 1.542 5.697 -1.174
C -4.675 -4.031 0.132
C -1.395 4.955 1.000
C 1.099 -3.684 -1.125
H -4.253 -4.628 0.940
O -4.690 0.450 0.056
H 1.009 -0.774 2.572
C -3.762 -2.436 -1.709
C -3.396 -3.388 -0.497
O -0.204 -3.304 -1.605
C 5.373 0.638 0.253
H 1.751 -0.516 6.035
H 3.865 4.345 1.005
H 3.335 5.598 -0.854
H -0.205 -2.379 -1.347
O -2.579 -4.510 -0.835
H 5.654 0.366 -0.765
H 2.898 -0.286 2.102
H 2.673 4.824 -2.204
H -3.987 -3.059 -2.575
O -2.638 6.459 -0.341
O 1.513 -0.653 3.380
O -3.460 -0.826 2.050
H -0.745 5.731 1.406
H 3.427 -0.241 0.092
H -2.248 4.691 1.625
H 0.322 -4.095 0.835
H 0.059 1.197 -3.112
H -3.472 1.026 2.903
C 0.443 -0.399 -5.833
C 2.224 3.832 -0.274
O -3.158 1.906 3.109
H 2.059 -5.731 -1.023
H 2.885 3.065 1.692
H 6.283 0.589 0.849
H 1.719 -5.088 -2.598
H 1.917 -3.215 3.493
H 2.741 2.054 -0.267
H -3.780 4.061 -0.366
H 0.543 -0.909 -3.833
C 2.839 3.996 1.126
H 2.665 -2.705 4.946
F 0.008 -0.731 -1.088
C -0.049 -0.229 -4.444
F -0.186 1.863 -0.961
H 5.191 -2.119 -0.087
F -1.064 1.589 1.451
H -3.849 0.539 -0.392
H -4.605 -1.808 -1.422
F -2.170 0.407 -0.468
H -2.425 2.046 2.510
As -0.487 0.478 0.153
H 3.877 -2.427 1.028
O 0.143 1.155 -4.067
H -2.125 0.341 -4.966
H 5.013 1.667 0.276
H 1.396 0.110 -5.978
C -2.882 4.246 -0.955
H 0.386 -5.735 -1.517
C 1.118 -3.499 0.388
H 0.180 0.178 5.524
H -1.080 5.330 -1.176
H -5.339 0.710 -0.597
H 2.072 -3.848 0.782
H -3.001 -1.725 -2.031
H -1.667 -4.226 -0.929
C 2.434 5.072 -1.170
H -0.793 4.047 1.028
H 1.072 -2.460 0.717
C -1.617 -0.405 -4.355
H -3.971 -0.515 1.303
H -2.584 -0.980 1.695
H 1.145 3.678 -0.282
H 1.111 -3.512 5.015
H -5.139 -4.713 -0.580
O 3.808 0.008 2.007
C 1.690 -2.773 4.463
H 0.121 -1.283 6.375
C 4.289 -0.322 0.754
C -1.860 5.269 -0.417
H -2.756 -2.961 0.275
C 0.749 -0.740 5.669
H -0.232 -0.088 -6.630
H 2.346 4.743 1.748
H -2.388 3.319 -1.248
H -3.305 4.681 -1.860
H 5.408 -2.017 1.650
C 1.315 -5.169 -1.589
H -1.786 -1.393 -4.784
H -5.259 -3.162 0.437
F -0.864 -0.837 1.340
```

The lowest unoccupied orbital energy comes out at 1.9520 eV. For the energy above the lowest of the compared OMol25 structures with the same formula, charge and spin, the calculation gives 0.0000 eV. Its net charge is -1. Its total energy is -4424.87473 Eh. The value obtained for the max |F| is 3.35 eV/A. Its HOMO-LUMO gap is 9.3 eV.

=====

(2)
Computed, not measured: a cluster of 14 separate species, C21H64F6N15O23S2 in total at a distorted geometry, with ωB97M-V/def2-TZVPD.

Structure (XYZ):
```
131
Properties=species:S:1:pos:R:3
H -1.437 -0.243 4.733
O -5.792 -0.206 -0.940
H -2.927 2.533 -2.659
C -1.032 -0.615 -5.581
C 2.693 3.751 -4.772
O -1.516 -5.263 4.184
N -1.534 -3.680 -0.412
H 4.767 0.464 1.113
C 0.179 1.730 -2.005
C 2.325 -1.714 5.940
O -0.350 -1.637 -5.630
S 0.243 -0.843 1.303
C -1.713 -4.646 -1.390
H 2.617 3.530 -6.923
H -5.062 4.248 -2.346
H -1.002 1.442 -5.655
O 3.434 -1.472 8.076
C 2.202 3.057 -6.023
H -2.902 0.242 -5.463
N 2.196 -2.684 -1.525
H 6.112 -3.332 1.800
O 4.119 3.814 -4.695
C -4.352 -1.675 0.403
C -4.654 1.604 -3.608
H 4.389 -1.401 8.034
C 4.482 0.599 0.064
O -4.397 3.890 -2.936
F 2.474 -2.315 0.960
N -1.872 0.591 5.085
H -0.430 3.564 -4.493
H 2.073 -2.926 7.719
H -1.905 4.192 -5.186
C -4.019 2.549 -2.622
O 7.871 -2.894 0.088
N -2.224 -5.860 -0.924
H -2.038 -3.729 0.455
F 2.558 -0.821 2.532
C -0.792 5.492 -4.008
N -1.045 4.330 -4.694
H 3.476 1.632 -6.375
H 3.091 -1.157 5.385
F -0.721 1.848 -2.978
O -0.591 -1.929 0.874
H -0.534 4.320 3.218
C 6.703 -2.528 0.038
H -2.918 -1.484 -5.574
H 1.293 -0.390 6.926
H 3.367 2.101 -1.017
H 2.722 -1.881 -1.214
O 0.139 5.606 -3.228
H -2.158 3.933 1.395
H -4.352 -1.424 -1.725
C -0.990 -5.040 5.258
H -1.662 5.568 3.174
N -2.402 -0.630 -5.627
C 3.828 1.956 -0.027
H 2.262 3.321 -3.866
N 0.098 -4.223 5.438
S -0.455 0.485 -0.769
H -1.463 7.349 -3.729
H -2.381 1.744 1.915
O -1.922 4.351 4.770
O -2.348 2.352 2.660
F 1.388 -2.607 2.822
O 2.553 1.658 -6.113
H -2.682 6.258 -4.385
H -3.749 -0.028 -0.845
H -3.806 2.492 -5.170
H -3.500 4.015 2.630
O 3.599 -0.482 -0.294
H 0.602 -4.218 6.301
H 2.684 -0.182 -0.159
N 2.742 -2.066 -3.701
H -4.775 0.567 -3.305
N 6.159 -1.896 -1.059
O -0.983 -0.596 -1.546
C 2.871 -2.411 7.182
C 1.785 -1.723 1.916
H 3.570 -3.155 6.780
C -1.602 4.498 3.416
H 1.118 3.128 -6.121
H -0.998 -5.467 7.295
H 0.500 -3.799 4.623
F 0.408 2.912 -1.468
H 2.135 -2.546 5.250
C -4.500 -0.824 -0.829
H 4.456 3.108 -5.253
H 2.700 -2.270 -4.680
H 3.103 -1.200 -3.350
O -5.350 -2.708 0.431
N -1.446 -5.640 6.414
H 5.325 0.521 -0.619
N -1.567 -0.132 7.261
H -1.965 -6.716 -1.369
O -2.474 1.933 6.799
H -2.202 -6.293 6.411
H -5.690 1.955 -3.724
H 2.082 1.494 0.649
H 0.554 0.665 -5.392
N -1.731 6.497 -4.185
H 6.719 -1.765 -1.876
O -0.268 -0.117 2.424
H -4.304 -1.160 1.365
H -1.842 -0.041 8.217
H -1.103 -2.807 -0.655
O -1.364 -4.448 -2.536
H -2.249 3.468 4.992
H -4.906 -3.541 0.263
O -1.466 1.229 -0.048
O 1.268 -3.772 -3.246
N 0.835 0.185 0.098
C -2.456 3.748 2.428
H -5.927 0.340 -0.160
O 2.807 2.065 0.944
N -0.447 0.629 -5.476
H -1.029 -0.877 6.859
C 1.990 -2.878 -2.876
H 5.160 -1.766 -1.051
H 1.773 -3.302 -0.866
H 4.558 2.758 0.079
N 5.763 -2.846 0.995
O 1.160 -0.966 6.164
F 1.314 1.260 -2.550
H -2.437 -5.843 0.057
C -1.947 0.888 6.412
H 4.867 -2.398 1.082
H 2.332 4.782 -4.833
H -4.231 2.241 -1.594
H -2.276 1.223 4.420
O -4.043 1.605 -4.889
H -3.386 -2.189 0.327
```

The lowest unoccupied orbital energy comes out at 1.6397 eV. For the energy above the lowest of the compared OMol25 structures with the same formula, charge and spin, the calculation gives 0.0000 eV. Its net charge is -1. Its total energy is -4786.20546 Eh. The value obtained for the max |F| is 2.65 eV/A. Its HOMO-LUMO gap is 8.4 eV.

=====

(3)
Computed, not measured: a cluster of 11 separate species, C21H64N6O11 in total at a distorted geometry, with ωB97M-V/def2-TZVPD.

Structure (XYZ):
```
102
Properties=species:S:1:pos:R:3
O -2.061 -2.396 4.898
H 2.339 1.060 1.136
H -2.705 -0.482 -0.064
N -0.551 3.063 -0.010
C -0.314 0.349 -6.672
C -1.900 -0.227 0.519
C 3.429 -5.543 0.529
H 1.546 1.838 5.586
H -0.024 -0.782 0.875
N -0.380 3.980 2.562
H 2.493 -1.392 -2.596
O 4.427 -5.462 1.288
H 2.215 -3.735 1.260
H -1.845 -0.373 5.352
O -0.161 -0.590 -0.949
C 0.927 -0.054 4.657
H -1.109 3.226 -0.844
C 0.160 -0.062 -4.227
C -4.826 2.345 0.958
H -1.910 2.696 -4.221
H 2.111 -1.300 1.294
C 0.354 -0.432 3.366
H -5.800 2.218 0.499
H 1.580 -6.628 0.083
H -3.751 2.502 2.675
C 0.362 0.857 -5.390
C -0.927 -2.536 -0.205
H -3.648 4.390 -3.604
H 1.814 -4.519 -0.238
C -2.320 2.022 -2.314
H 4.390 -4.252 -2.886
H 2.080 -6.421 1.739
O 1.025 2.152 1.357
C -2.660 4.343 -3.151
H 0.103 4.884 2.649
H 0.017 -3.105 -0.226
H -3.482 -1.066 5.299
O -4.700 2.595 2.384
H -0.174 1.758 -5.113
N 2.055 -2.282 -2.621
H 2.405 -0.970 -0.391
H 4.310 -2.584 -2.212
C 2.443 -6.632 0.766
H -1.619 -2.924 0.555
H 0.411 -1.437 3.154
H 0.206 1.987 4.294
H -1.268 -2.747 -1.166
H 0.341 -0.194 5.573
H 2.897 -7.661 0.800
H -2.687 2.377 -1.316
H -3.222 1.688 -2.777
C 2.671 -4.213 0.394
H -4.336 3.295 0.583
C -2.534 -1.046 4.891
H -1.498 5.553 3.641
H 1.053 -0.007 2.659
H 4.965 -4.769 0.942
N -1.961 4.684 3.654
O 1.555 1.044 -5.556
H -2.823 4.533 4.238
H -2.786 -0.710 3.890
H 3.877 -5.917 -0.457
H -2.103 -0.576 1.529
C -1.424 3.621 3.181
H -0.831 3.565 0.817
C -0.712 -0.982 0.118
O 1.830 -4.550 -3.195
H 1.887 -1.593 5.243
H -0.324 3.999 -3.372
H 0.159 -0.357 -7.309
H 1.698 1.626 -6.310
O -0.695 3.398 -2.751
H 0.177 3.158 2.317
H 0.394 1.996 -1.886
O 2.021 -0.715 4.868
H 3.250 -3.440 -0.126
H -4.108 1.534 0.660
C -1.822 3.065 -3.159
H 0.159 0.324 -0.919
H 3.778 -1.346 0.497
O 3.128 0.513 0.955
H -1.684 1.200 -2.184
H -2.866 4.513 -2.096
C 2.576 -3.451 -2.818
H -0.544 1.138 -7.351
N 0.915 1.888 -1.029
N 3.864 -3.395 -2.745
H 1.793 1.790 3.826
H -1.310 -0.087 -6.541
H -1.798 0.867 0.538
H -2.036 5.133 -3.594
H 1.087 -2.325 -2.407
H -0.886 -0.199 -3.968
C 0.480 2.336 0.092
H -0.716 -0.030 3.225
C 2.825 -0.853 0.555
O -1.846 2.326 3.129
H 0.554 -1.038 -4.255
H 0.793 0.382 -3.383
H -1.209 -2.427 4.526
H 1.844 1.536 -1.089
C 1.128 1.462 4.623
```

As for the SMILES: NC(N)=O.NC(N)=O.NC(N)=O.CC(C)O.CC(C)O.CC(C)O.CC(C)O.CC(C)O.CO.CO.CO. The lowest unoccupied orbital energy comes out at -0.2395 eV. For the energy above the lowest of the compared OMol25 structures with the same formula, charge and spin, the calculation gives 10.3070 eV. Its total energy is -1994.37430 Eh. The value obtained for the max |F| is 11.72 eV/A. Its HOMO-LUMO gap is 8.8 eV.

=====

(4)
Computed, not measured: a cluster of 14 separate species, C21H66BF6O13 in total at a distorted geometry, with ωB97M-V/def2-TZVPD.

Structure (XYZ):
```
107
Properties=species:S:1:pos:R:3
C -0.572 1.532 -4.205
C 4.571 1.771 4.058
H 7.296 3.089 0.272
H -0.252 2.682 6.441
C -7.076 -6.754 -0.681
H 0.465 -1.019 -2.298
C -3.748 -3.951 -0.533
H -4.543 -5.499 -5.145
H -2.646 -2.660 7.702
H 4.859 2.825 4.076
H -1.761 4.571 0.218
H 0.845 4.354 3.781
O 5.105 3.465 0.515
H -3.907 -3.123 0.162
C -4.452 -4.412 -5.068
H 9.743 2.265 1.461
H -5.410 -3.939 -5.296
C 2.030 4.557 -1.176
H 4.868 5.500 0.325
O 8.244 2.882 0.206
O 1.228 4.095 -2.248
H -0.973 -1.380 -5.258
H 4.916 1.317 3.126
H -7.758 -5.936 0.939
B -0.782 -1.627 -4.125
H 0.447 2.646 3.417
O 0.571 3.902 1.792
H 2.070 3.285 3.048
H -0.286 -6.028 -4.800
O -7.326 -5.619 0.128
C 0.532 -0.894 -3.461
H -8.022 -7.245 -0.923
O -3.469 -3.954 -5.978
H 1.469 0.736 -4.890
C 1.744 -5.635 -5.991
H -3.835 3.148 1.544
H 1.814 3.971 -0.280
H 8.518 3.334 2.194
C 5.997 4.416 6.688
F 1.933 -5.293 -7.443
F 3.713 -7.201 -5.792
C 1.005 3.525 3.086
H -0.419 -5.807 -6.691
H -2.012 -0.995 7.772
F 1.526 1.324 -2.817
O 3.160 1.679 4.136
H -0.255 2.675 -4.077
H -8.019 3.304 2.631
H -1.430 1.357 -3.420
F 1.786 -8.079 -6.923
C -7.392 3.872 1.940
C -0.489 -3.276 -4.049
H -3.765 -4.206 -6.870
H 1.799 5.608 -0.986
C 0.112 -5.403 -5.712
H -5.130 -3.368 -1.761
H -6.420 -7.445 -0.148
O -0.822 1.170 5.180
H -6.590 -6.431 -1.605
H 5.439 3.536 7.019
C 0.786 0.652 -3.943
H -1.216 -3.548 -6.230
H -7.672 4.928 1.962
H 1.035 1.535 5.986
H 5.003 4.884 2.001
H -0.988 1.452 -5.311
H -2.683 -4.191 -0.571
H 2.934 0.733 4.118
H 0.493 -3.424 -3.391
O -4.182 -3.575 -1.827
H -0.377 4.109 1.858
H -5.947 4.088 3.214
H 1.456 3.161 -2.393
C -0.247 -3.803 -5.585
C 8.678 2.505 1.500
F 2.592 -4.730 -5.163
H 4.141 3.338 0.546
H -2.273 -2.603 5.442
O -1.782 -1.953 5.974
H 1.480 -1.520 -3.811
H -3.590 3.261 -0.219
O -6.033 3.735 2.313
H -7.524 3.483 0.928
H -0.237 1.045 7.148
H 8.120 1.626 1.831
C 5.367 4.778 0.977
H -3.990 4.727 0.729
H -1.782 -1.432 -3.540
H 5.837 5.244 7.383
C -3.452 3.776 0.735
H 0.666 -3.183 -6.031
H -1.404 -3.799 -3.497
O -2.073 4.013 0.950
H -4.148 -4.145 -4.053
H 6.445 4.954 0.955
C -0.020 1.631 6.252
C 2.203 -7.195 -5.782
F 1.755 -7.807 -4.508
H -0.595 0.236 5.035
H 5.018 1.259 4.914
O 5.562 4.792 5.394
H 3.086 4.461 -1.442
H -4.305 -4.831 -0.202
H 4.615 4.999 5.460
H -3.520 -1.329 6.882
H 7.062 4.175 6.650
C -2.537 -1.723 7.150
```

The lowest unoccupied orbital energy comes out at 1.8288 eV. For the energy above the lowest of the compared OMol25 structures with the same formula, charge and spin, the calculation gives 5.8499 eV. Its net charge is -1. Its total energy is -2441.48917 Eh. The value obtained for the max |F| is 5.16 eV/A. Its HOMO-LUMO gap is 6.6 eV.